1.
# C8H16N2

C8H16N2 as an isolated structure in a non-equilibrium geometry (ωB97M-V/def2-TZVPD, the Open Molecules 2025 dataset).

Properties
- gap between HOMO and LUMO (eV) = 8.84
- relative energy (zero: lowest compared OMol25 entry of this formula, charge and spin) (kJ/mol) = 1250.1

XYZ file:
```
26
Properties=species:S:1:pos:R:3:forces:R:3:lowdin_charge:R:1
C -0.45279 2.45206 -0.91022 1.850 -2.560 0.120 -0.051
C 0.04662 0.74193 0.77167 -3.354 -1.003 -1.790 -0.331
C 1.43533 1.34371 0.85264 0.229 2.072 0.305 -0.139
C 1.97835 0.46615 -0.44119 -0.509 -1.154 1.789 -0.097
C 0.74838 -0.14110 -1.23895 -0.177 3.519 1.089 -0.249
C 0.37744 -1.48511 -0.61599 -7.524 1.319 -3.816 -0.138
C -1.10628 -1.36685 0.20011 0.295 0.292 1.066 -0.438
C -1.34935 0.01058 1.24928 -1.932 -0.790 -2.377 -0.038
H -1.16586 2.68775 -1.74172 0.894 -0.135 0.733 0.062
H -0.93506 2.81395 0.16351 1.789 -0.711 -2.914 0.140
H 0.69490 2.59194 -1.18990 -2.576 1.569 0.803 0.103
H 0.61565 -0.09772 1.08793 -0.736 -2.427 -1.072 0.061
H 1.58834 2.49232 0.92174 -0.025 -1.864 -0.631 0.116
H 1.67846 0.89148 1.81837 1.587 0.647 -0.122 0.102
H 2.69690 0.85151 -1.04399 1.704 2.500 -1.982 0.054
H 2.62992 -0.32832 -0.06176 -0.561 -0.388 0.516 0.104
H 0.58595 -0.06024 -2.33874 1.478 -0.543 0.608 0.144
H -0.22522 -2.14182 -1.47615 2.558 1.089 1.934 0.153
H 0.82064 -2.03669 0.10488 2.945 -1.294 1.646 0.025
H -1.75422 -1.48809 -0.62752 -1.337 1.505 -0.619 0.074
H -0.89125 -2.47335 2.00766 -1.324 -1.594 -4.437 0.155
H -0.30833 -3.26249 -0.06911 -3.609 0.528 3.599 0.211
H -2.31164 0.47117 0.71547 2.188 -0.500 1.457 0.112
H -1.70937 -0.35614 2.30559 1.433 0.874 -1.715 0.099
N -0.33141 0.88414 -0.78253 -0.996 -1.409 3.847 -0.171
N -1.39373 -2.69606 0.81391 5.712 0.456 1.961 -0.064
```
Positions in Å, forces in eV/Å.

2.
# C5H9NO

C5H9NO as an isolated structure in a non-equilibrium geometry (ωB97M-V/def2-TZVPD, the Open Molecules 2025 dataset).

Properties
- gap between HOMO and LUMO (eV) = 11.18
- relative energy (zero: lowest compared OMol25 entry of this formula, charge and spin) (kJ/mol) = 221.3

XYZ file:
```
16
Properties=species:S:1:pos:R:3:forces:R:3:lowdin_charge:R:1
C 2.24025 -0.17016 0.23584 0.090 -0.007 -0.024 -0.095
C 0.89468 -0.25373 0.94260 0.064 -0.015 0.195 -0.215
C -0.20110 0.37642 0.14621 0.314 0.139 0.743 -0.352
O -0.49839 -0.34656 -1.05742 -0.450 0.024 0.429 -0.030
C -1.65535 0.20701 0.62625 -0.117 0.061 0.231 -0.011
C -1.87229 -0.01493 -0.83174 0.960 -0.109 -0.496 -0.428
N -2.55845 0.26788 -1.83832 0.421 -0.191 0.438 0.173
H 2.52878 0.87273 0.06038 -0.027 -0.151 0.038 0.078
H 3.02157 -0.64491 0.83522 -0.048 0.061 -0.119 0.073
H 2.19071 -0.67460 -0.73474 0.041 0.064 0.147 0.078
H 0.91658 0.25779 1.91061 0.146 -0.114 0.029 0.122
H 0.61296 -1.29937 1.11546 0.085 0.109 0.066 0.122
H 0.01301 1.42365 -0.11790 0.031 -0.135 0.156 0.159
H -1.70021 0.12531 -2.40395 -1.391 0.176 -1.792 0.080
H -2.16042 1.03896 1.10958 -0.099 -0.073 -0.090 0.119
H -1.75514 -0.72532 1.18743 -0.019 0.160 0.048 0.125
```
Positions in Å, forces in eV/Å.

3.
# C38H40N3O6PdS2

C38H40N3O6PdS2 as an isolated structure in a non-equilibrium geometry (ωB97M-V/def2-TZVPD, the Open Molecules 2025 dataset).

Properties
- total charge = +1
- gap between HOMO and LUMO (eV) = 7.61
- relative energy (zero: lowest compared OMol25 entry of this formula, charge and spin) (kJ/mol) = 208.4

XYZ file:
```
90
Properties=species:S:1:pos:R:3:forces:R:3:lowdin_charge:R:1
Pd 0.88782 -1.38562 0.11117 0.010 0.309 0.481 1.047
O -1.30973 0.49273 0.06634 -0.128 0.114 0.029 -0.553
S -1.30581 1.57998 -0.96043 0.056 0.081 -0.148 0.987
C -2.48192 1.05052 -2.23767 -0.060 0.055 0.060 -0.317
C -1.94820 -0.07302 -3.11944 -0.037 -0.043 -0.112 -0.222
C -1.37581 -1.30483 -2.41174 0.127 0.007 -0.119 -0.254
C -2.35274 -1.91192 -1.41964 -0.105 0.060 0.108 -0.314
S -1.64027 -3.17336 -0.32999 -0.129 -0.075 -0.185 1.062
O -0.81942 -2.42964 0.72359 0.179 0.479 0.181 -0.603
C -3.15210 -3.53829 0.54158 0.076 -0.048 0.038 -0.391
C -4.01271 -4.47533 -0.01155 0.011 -0.027 -0.009 -0.086
C -5.20327 -4.75947 0.63888 -0.002 0.004 0.006 -0.065
C -5.50856 -4.12260 1.83466 -0.003 -0.006 -0.008 -0.065
C -4.62820 -3.20056 2.38321 0.011 0.005 0.003 -0.059
C -3.43786 -2.90008 1.73671 -0.011 0.031 -0.029 -0.061
C -2.31996 2.90648 -0.31486 -0.092 0.386 -0.510 -0.364
C -2.99005 2.70900 0.87915 -0.204 0.032 0.388 -0.067
C -3.78844 3.73030 1.37767 0.251 -0.291 0.042 -0.056
C -3.91009 4.92308 0.68007 -0.083 0.139 -0.157 -0.032
C -3.22374 5.11076 -0.51377 -4.125 -2.018 0.554 -0.159
C -2.41160 4.10424 -1.01121 -1.028 -2.590 -0.345 -0.103
H -2.70195 1.93040 -2.84484 0.003 0.015 0.017 0.097
H -3.39564 0.78134 -1.70193 0.024 -0.014 0.013 0.105
H -1.17407 0.32808 -3.77700 0.020 -0.005 0.011 0.118
H -2.76896 -0.37999 -3.77440 -0.008 0.013 0.002 0.122
H -0.43474 -1.03940 -1.92425 -0.184 0.018 -0.010 0.062
H -1.11479 -2.03752 -3.17804 0.027 -0.041 0.060 0.124
H -3.17646 -2.42580 -1.92197 0.001 -0.004 -0.021 0.109
H -2.76189 -1.16557 -0.73714 0.038 -0.039 0.011 0.083
H -3.75625 -4.98368 -0.93404 0.004 0.001 0.003 0.114
H -5.88567 -5.48575 0.21878 0.000 0.000 0.002 0.112
H -6.43431 -4.35316 2.34453 0.001 0.000 0.002 0.111
H -4.86740 -2.71426 3.31943 -0.001 0.001 0.000 0.111
H -2.73324 -2.18700 2.14210 -0.014 0.006 0.008 0.106
H -2.87163 1.76797 1.40070 0.005 0.011 0.012 0.105
H -4.31753 3.59254 2.31132 0.003 0.007 0.000 0.110
H -4.53872 5.71331 1.06836 -0.002 0.004 -0.033 0.116
H -3.32060 6.04368 -1.05303 -1.527 -0.407 -0.179 0.140
H -1.85482 4.24747 -1.93068 -0.055 -0.073 0.103 0.128
C 1.98165 -7.63039 -1.69354 0.001 -0.005 -0.001 -0.055
O 3.20163 -7.00183 -1.31851 0.004 -0.015 0.004 -0.049
C 3.20531 -5.67665 -1.13408 -0.063 0.024 -0.004 -0.264
C 4.45223 -5.12778 -0.76392 0.055 -0.003 0.013 0.009
C 4.55379 -3.78613 -0.56450 -0.013 -0.017 -0.009 -0.014
C 3.43650 -2.92304 -0.67952 -0.070 0.025 -0.053 -0.113
C 3.60730 -1.50334 -0.59537 0.005 -0.062 -0.171 -0.324
C 4.96924 -0.88654 -0.71250 0.029 -0.017 0.041 0.019
O 2.65907 -0.68394 -0.46254 0.188 0.023 0.132 -0.096
C 2.17853 -3.49275 -1.04691 0.026 0.140 -0.177 -0.310
O 1.10021 -2.76910 -1.26767 0.015 -0.100 0.283 -0.215
C 2.09031 -4.87058 -1.28213 0.094 -0.056 -0.014 0.062
H 2.20699 -8.68840 -1.77797 0.002 0.001 -0.002 0.098
H 1.62929 -7.25285 -2.65502 -0.001 0.003 0.001 0.100
H 1.21588 -7.47872 -0.93060 0.001 0.002 0.000 0.098
H 5.29881 -5.78976 -0.65375 -0.001 0.001 -0.001 0.125
H 5.51538 -3.37270 -0.29259 -0.001 -0.003 0.000 0.116
H 5.46226 -1.20411 -1.63026 0.003 0.008 -0.003 0.105
H 5.59219 -1.20727 0.12446 -0.002 0.007 0.000 0.101
H 4.88560 0.19610 -0.68105 -0.019 0.003 -0.022 0.083
H 1.12935 -5.26281 -1.57777 -0.007 0.010 0.003 0.114
C -1.15017 6.28704 -0.86422 2.432 1.487 0.175 -0.064
C 0.02397 5.40937 -0.52825 -0.083 0.470 -0.066 -0.268
C 0.81423 4.84020 -1.52046 0.080 -0.079 0.031 -0.046
C 1.92991 4.08371 -1.20416 -0.002 -0.024 -0.051 -0.021
C 2.29717 3.88500 0.12253 0.036 -0.044 0.000 -0.237
N 3.51388 3.18288 0.34516 0.062 0.145 -0.124 0.132
C 4.18106 2.90060 1.50732 -0.034 -0.112 0.057 -0.517
O 5.38863 2.82054 1.55686 -0.103 0.073 0.001 0.096
N 3.39199 2.67730 2.65071 0.146 -0.010 0.089 0.126
C 2.41295 1.67736 2.73647 -0.097 0.071 0.012 -0.203
C 1.98170 1.24811 3.99004 -0.015 0.046 -0.009 0.015
C 1.04467 0.23794 4.07935 -0.044 0.044 -0.040 -0.032
C 0.57666 -0.35036 2.91712 -0.110 0.070 0.025 -0.112
N 0.99745 0.05693 1.72102 0.038 -0.909 -0.338 -0.035
C 1.86565 1.06233 1.61791 -0.093 -0.041 -0.071 -0.054
C 1.49635 4.41341 1.12888 -0.047 0.014 0.033 -0.009
C 0.37796 5.16176 0.79329 -0.010 -0.039 0.047 -0.017
H -1.12040 6.60277 -1.90616 -0.002 0.049 -0.182 0.108
H -1.15623 7.18217 -0.24187 0.106 0.153 0.043 0.110
H -2.09763 5.77072 -0.69480 4.352 2.691 0.142 -0.075
H 0.57228 5.01117 -2.56260 0.011 0.015 -0.034 0.118
H 2.54247 3.66883 -1.99684 -0.001 -0.003 0.002 0.117
H 4.16447 3.23414 -0.42541 0.004 0.029 -0.004 0.152
H 3.98297 2.72718 3.46948 0.015 -0.045 -0.005 0.152
H 2.38614 1.70419 4.88576 0.005 -0.004 -0.001 0.126
H 0.69477 -0.10938 5.04066 -0.001 -0.002 0.002 0.115
H -0.14108 -1.15958 2.92741 0.047 -0.045 -0.019 0.107
H 2.15762 1.34607 0.62050 0.025 -0.099 0.009 0.103
H 1.75736 4.28526 2.16778 -0.004 0.021 -0.016 0.105
H -0.21700 5.58984 1.59166 -0.006 0.016 0.005 0.124
```
Positions in Å, forces in eV/Å.

4.
# C18H28F6N5OS2Ti

C18H28F6N5OS2Ti as an isolated structure in a non-equilibrium geometry (ωB97M-V/def2-TZVPD, the Open Molecules 2025 dataset).

Properties
- total charge = +2
- gap between HOMO and LUMO (alpha / beta) (eV) = 7.79 / 8.62
- spin multiplicity = 2

XYZ file:
```
61
Properties=species:S:1:pos:R:3:forces:R:3:lowdin_charge:R:1
Ti 0.98762 -0.27065 -0.11957 0.714 -0.034 1.214 0.627
S 1.64021 0.29943 2.25565 1.039 0.112 0.286 0.713
C 0.54271 -0.33975 3.38490 -1.854 -0.392 -0.947 -0.744
N -0.56835 0.35127 3.72950 1.175 -0.376 0.422 0.034
C -1.54938 -0.54565 4.31214 -2.278 0.871 -0.972 -0.136
C -0.79716 -1.83155 4.54584 0.119 -0.616 -0.416 -0.109
N 0.43215 -1.63020 3.76592 -0.204 1.239 -0.103 0.058
H -0.71607 1.36152 3.60818 0.398 -1.017 -0.144 0.168
H -2.43913 -0.62212 3.57520 1.397 -0.218 1.052 0.149
H -1.96683 -0.13777 5.22071 -0.041 0.069 0.309 0.124
H -1.37600 -2.67962 4.16391 0.326 0.032 0.256 0.130
H -0.53554 -1.96154 5.58177 -0.081 -0.226 0.454 0.127
H 1.16761 -2.31583 3.67857 -0.028 0.300 -0.074 0.155
C -0.61752 5.50369 -2.27670 -0.513 -0.824 0.163 -0.067
C 0.56655 4.54815 -2.48198 -0.194 0.418 -0.660 -0.170
N 0.75663 3.67504 -1.30092 0.265 0.539 -0.833 -0.050
C 0.68964 4.33204 -0.00124 -0.310 1.511 1.210 -0.192
C -0.61607 4.12505 0.82043 0.243 -0.039 0.384 -0.054
C 1.16537 2.42443 -1.41544 0.925 -0.846 0.982 -0.335
C 1.46017 1.75394 -2.73420 -0.700 0.087 -0.239 0.013
N 1.38212 1.70213 -0.29057 -0.280 0.443 -2.591 -0.045
H -0.96695 5.88246 -3.24379 0.181 0.008 0.269 0.091
H -0.37219 6.33565 -1.62374 -0.057 0.121 -0.061 0.073
H -1.45705 4.92501 -1.81580 0.532 0.547 -0.424 0.092
H 1.49326 5.11015 -2.73517 -0.425 -0.385 0.426 0.145
H 0.33043 3.94027 -3.36510 0.179 -0.094 0.430 0.115
H 0.81870 5.43296 -0.12345 -0.099 -0.896 -0.348 0.135
H 1.54073 4.09967 0.64533 0.127 -0.482 -0.402 0.127
H -1.37752 4.87760 0.58586 0.177 -0.264 -0.134 0.075
H -0.39338 4.25132 1.91464 -0.142 -0.257 -0.999 0.097
H -1.04036 3.12634 0.63028 0.083 0.315 0.212 0.056
H 2.08715 2.30165 -3.41908 0.326 0.602 0.114 0.098
H 0.54037 1.58264 -3.30441 -0.067 -0.038 0.258 0.107
H 1.94402 0.79423 -2.59677 -0.016 -0.140 0.311 0.051
H 1.05566 2.23871 0.47325 -0.076 0.300 1.251 -0.014
S 2.72782 -1.65203 -0.97633 0.393 -0.207 -0.440 0.682
C 2.22782 -3.32442 -0.87003 0.167 -0.572 0.335 -0.655
N 1.59799 -3.92129 -1.93259 -0.047 0.394 0.559 0.076
C 1.13329 -5.19010 -1.90596 0.296 -0.815 -1.285 -0.034
C 1.46506 -6.06867 -0.87069 -0.877 0.311 -0.559 -0.023
C 2.22257 -5.54576 0.17706 -0.279 1.631 0.885 0.013
C 2.53816 -4.13882 0.23260 -0.910 -1.955 -1.743 -0.034
H 1.44955 -3.33858 -2.76925 0.005 -0.374 0.597 0.174
H 0.61196 -5.48652 -2.85708 0.442 0.149 1.322 0.163
H 1.03279 -7.10078 -0.85811 0.732 1.107 -0.102 0.145
H 2.42388 -6.19084 1.04288 0.226 0.377 -0.454 0.132
H 3.03734 -3.66895 1.04129 0.406 0.048 0.667 0.103
C -2.46998 -1.54695 -2.06115 -0.144 -0.030 1.048 0.058
C -1.58477 -1.13359 -0.85912 -0.434 0.845 -0.609 -0.378
O -0.36133 -0.62637 -1.29072 -0.874 -0.662 -0.456 -0.240
C -2.24324 0.07569 -0.12407 2.321 0.419 -0.457 -0.495
F -2.27330 1.12594 -0.97548 -0.736 -0.768 0.821 0.165
F -1.26183 0.46669 0.83629 -1.130 -0.275 -0.197 0.030
F -3.37392 -0.13839 0.47510 -0.246 0.342 0.012 0.240
C -1.27972 -2.29934 0.13017 -0.382 -0.480 1.040 -0.468
F -1.28979 -3.46829 -0.48164 0.118 -0.079 -0.099 0.195
F 0.00631 -2.17249 0.68513 -0.601 0.107 -0.451 0.021
F -2.07556 -2.39182 1.21825 0.236 0.280 -0.904 0.172
H -2.78447 -0.66525 -2.60758 0.170 0.196 -0.010 0.105
H -3.37845 -2.05205 -1.72309 0.126 -0.092 -0.019 0.115
H -1.90982 -2.18767 -2.72006 0.182 -0.267 -0.156 0.095
```
Positions in Å, forces in eV/Å.

Here are the calculated DFT total energy numbers, same order: -11523.0285, -8866.9187, -81952.7534, -89699.1959 (eV).